[1]
Computed, not measured: C3H2Cl2MnO4Pr as an isolated structure at a distorted geometry, with the ωB97M-V functional and the def2-TZVPD basis.

```
13
C3H2Cl2MnO4Pr (the ωB97M-V functional and the def2-TZVPD basis)
Mn 1.996 -0.437 0.438
Pr -0.420 0.646 -0.366
Cl 1.146 1.291 1.777
Cl -0.032 -1.727 0.789
C -2.686 -0.884 -1.255
C 2.593 0.856 -0.757
C 2.262 -1.454 -1.080
O -3.643 -1.513 -1.378
O 3.313 1.545 -1.378
O 2.584 -2.099 -1.995
O -2.113 1.198 1.443
H -2.454 0.543 2.070
H -2.548 2.034 1.692
```

Results
Multiplicity: 7
Total charge: +4
Orbital gap (alpha / beta), eV: 7.07 / 6.73
LUMO energy (alpha / beta), eV: -21.307 / -21.651
<S²>: 12.09

***

[2]
Computed, not measured: a 2-piece molecular cluster, C3H2Cl2N2 overall at a distorted geometry, with the ωB97M-V functional and the def2-TZVPD basis.

```
9
C3H2Cl2N2 (the ωB97M-V functional and the def2-TZVPD basis)
C -1.543 -0.576 -0.290
C -1.543 0.798 -0.187
C -0.260 -1.059 -0.334
N -0.236 1.116 -0.168
N 0.513 0.004 -0.256
Cl -2.823 1.895 -0.086
Cl 2.305 2.615 -0.070
H 0.149 -2.043 -0.405
H 0.310 1.997 -0.110
```

Results
Total charge: 0
Orbital gap (alpha / beta), eV: 4.21 / 4.20
Energy above the lowest of the compared OMol25 structures with the same formula, charge and spin, kcal/mol: 148.1
LUMO energy (alpha / beta), eV: -4.801 / -4.806

***

[3]
Computed, not measured: one molecule with the formula C3H2Cl2N2 at a distorted geometry, with the ωB97M-V functional and the def2-TZVPD basis.

```
9
C3H2Cl2N2 (the ωB97M-V functional and the def2-TZVPD basis)
Cl -2.171 -1.602 1.009
C -0.794 -0.895 0.297
N 0.001 -1.322 -0.851
C 0.817 -0.262 -1.041
N 0.634 0.815 -0.186
C -0.394 0.419 0.623
Cl -1.098 1.618 1.666
H 1.714 -0.441 -1.686
H 1.290 1.670 0.169
```

Results
Total charge: 0
Orbital gap, eV: 9.29
Energy above the lowest of the compared OMol25 structures with the same formula, charge and spin, kcal/mol: 23.4
LUMO energy, eV: 0.510
SMILES: Clc1nc[nH]c1Cl

***

[4]
Computed, not measured: C3H2Cl2OS2 as an isolated structure at a distorted geometry, with the ωB97M-V functional and the def2-TZVPD basis.

```
10
C3H2Cl2OS2 (the ωB97M-V functional and the def2-TZVPD basis)
C 1.048 -0.043 0.975
C 0.122 -1.026 0.851
C -0.384 0.953 -0.780
O -0.782 -1.693 -1.498
S 1.235 1.296 -0.113
S -1.172 -0.834 -0.380
Cl -1.434 2.059 0.082
Cl -0.530 1.245 -2.570
H 1.831 -0.142 1.876
H 0.066 -1.814 1.557
```

Results
Total charge: 0
Orbital gap, eV: 9.56
Energy above the lowest of the compared OMol25 structures with the same formula, charge and spin, kcal/mol: 39.6
LUMO energy, eV: 0.128

***

[5]
Computed, not measured: a 2-piece molecular cluster, C3H2Cl3N overall at a distorted geometry, with the ωB97M-V functional and the def2-TZVPD basis.

```
9
C3H2Cl3N (the ωB97M-V functional and the def2-TZVPD basis)
C 0.590 -0.110 1.654
C 0.414 -0.088 0.248
C -1.465 -1.895 0.249
N 0.805 -0.240 2.760
Cl -1.684 -2.730 -1.245
Cl -2.767 -1.030 0.825
Cl -0.645 -2.961 1.401
H 1.206 -0.748 -0.186
H -0.107 0.637 -0.301
```

Results
Multiplicity: 3
Total charge: 0
Orbital gap (alpha / beta), eV: 8.89 / 8.97
Energy above the lowest of the compared OMol25 structures with the same formula, charge and spin, kcal/mol: 10.0
LUMO energy (alpha / beta), eV: 0.512 / -2.382
<S²>: 2.02

***

[6]
Computed, not measured: one molecule with the formula C3H2ClF3 at a distorted geometry, with the ωB97M-V functional and the def2-TZVPD basis.

```
9
C3H2ClF3 (the ωB97M-V functional and the def2-TZVPD basis)
C 0.195 0.113 -0.045
C 1.344 0.647 0.342
F 1.623 1.965 0.355
C 2.620 -0.257 0.417
F 2.319 -1.502 0.053
F 3.263 -0.304 1.585
Cl 3.688 0.179 -0.915
H -0.736 0.502 -0.356
H -0.029 -0.911 -0.011
```

Results
Total charge: 0
Orbital gap, eV: 11.50
Energy above the lowest of the compared OMol25 structures with the same formula, charge and spin, kcal/mol: 7.3
LUMO energy, eV: 0.751
SMILES: C=C(F)C(F)(F)Cl

***

[7]
Computed, not measured: a 2-piece molecular cluster, C3H2ClN2OS overall at a distorted geometry, with the ωB97M-V functional and the def2-TZVPD basis.

```
10
C3H2ClN2OS (the ωB97M-V functional and the def2-TZVPD basis)
C 1.631 -0.332 -0.905
C 1.541 0.751 -1.528
C -1.512 0.251 0.655
N -0.444 0.392 1.205
N -2.499 0.508 0.095
O 0.829 -1.879 1.603
S 0.517 -0.627 2.100
Cl 2.164 2.010 -2.229
H 1.107 -1.266 -0.826
H -3.334 0.192 -0.169
```

Results
Total charge: +1
Orbital gap, eV: 5.40
Energy above the lowest of the compared OMol25 structures with the same formula, charge and spin, kcal/mol: 68.5
LUMO energy, eV: -7.893

***

[8]
Computed, not measured: an isolated ion of composition C3H2ClN2OS and charge +1 at a distorted geometry, with the ωB97M-V functional and the def2-TZVPD basis.

```
10
C3H2ClN2OS (the ωB97M-V functional and the def2-TZVPD basis)
C 0.353 0.565 -0.866
C 0.163 0.466 0.502
C -0.372 -1.518 -0.339
N 0.057 -0.624 -1.411
N -0.311 -0.801 0.771
O -2.228 -1.714 -2.293
S -0.882 -2.030 -2.031
Cl 0.436 1.593 1.732
H 0.697 1.404 -1.439
H -0.535 -1.134 1.703
```

Results
Total charge: +1
Orbital gap, eV: 8.95
Energy above the lowest of the compared OMol25 structures with the same formula, charge and spin, kcal/mol: 0.0
LUMO energy, eV: -5.503

***

[9]
Computed, not measured: one molecule with the formula C3H2ClNO at a distorted geometry, with the ωB97M-V functional and the def2-TZVPD basis.

```
8
C3H2ClNO (the ωB97M-V functional and the def2-TZVPD basis)
N -2.948 2.275 0.216
C -2.341 1.351 0.010
C -1.679 0.089 -0.292
Cl -2.756 -1.213 0.227
C -0.077 -0.227 -0.237
O -0.842 -0.119 -1.441
H 0.651 0.624 -0.081
H 0.269 -1.265 -0.034
```

Results
Total charge: 0
Orbital gap, eV: 11.66
Energy above the lowest of the compared OMol25 structures with the same formula, charge and spin, kcal/mol: 42.3
LUMO energy, eV: 0.714
SMILES: N#C[C@]1(Cl)CO1

***

[10]
Computed, not measured: one molecule with the formula C3H2ClNO2 at a distorted geometry, with the ωB97M-V functional and the def2-TZVPD basis.

```
9
C3H2ClNO2 (the ωB97M-V functional and the def2-TZVPD basis)
O -1.699 0.165 -1.816
C -1.340 0.165 -0.703
C -1.311 0.160 0.773
O -1.651 0.316 1.882
N -0.170 0.078 0.013
C 1.315 -0.012 -0.081
Cl 1.754 -1.707 0.201
H 1.670 0.495 0.792
H 1.433 0.340 -1.060
```

Results
Total charge: 0
Orbital gap, eV: 10.63
Energy above the lowest of the compared OMol25 structures with the same formula, charge and spin, kcal/mol: 47.8
LUMO energy, eV: 0.361
SMILES: O=c1c(=O)n1CCl

***

[11]
Computed, not measured: C3H2CoO2 as an isolated structure at a distorted geometry, with the ωB97M-V functional and the def2-TZVPD basis.

```
8
C3H2CoO2 (the ωB97M-V functional and the def2-TZVPD basis)
O -0.378 0.980 -0.915
C -1.090 -0.359 1.585
C 0.350 0.067 -0.515
O -0.786 -1.395 0.896
C 0.280 -0.400 0.875
Co -0.687 2.086 -2.236
H 1.140 -0.361 -1.153
H 1.171 -0.619 1.462
```

Results
Multiplicity: 5
Total charge: +3
Orbital gap (alpha / beta), eV: 10.77 / 9.76
Energy above the lowest of the compared OMol25 structures with the same formula, charge and spin, kcal/mol: 30.6
LUMO energy (alpha / beta), eV: -16.721 / -18.781
<S²>: 6.01

***

[12]
Computed, not measured: C3H2CuO as an isolated structure at a distorted geometry, with the ωB97M-V functional and the def2-TZVPD basis.

```
7
C3H2CuO (the ωB97M-V functional and the def2-TZVPD basis)
C -2.514 -0.264 0.198
C -1.530 0.414 -0.201
C -0.334 0.843 -0.475
H 3.254 -0.953 0.081
H -3.433 -0.773 0.462
O 2.924 -0.089 0.323
Cu 1.633 0.822 -0.387
```

Results
Multiplicity: 3
Total charge: +1
Orbital gap (alpha / beta), eV: 6.75 / 8.49
LUMO energy (alpha / beta), eV: -7.525 / -7.802
<S²>: 2.03

***

[13]
Computed, not measured: C3H2ErO2 as an isolated structure at a distorted geometry, with the ωB97M-V functional and the def2-TZVPD basis.

```
8
C3H2ErO2 (the ωB97M-V functional and the def2-TZVPD basis)
O 0.141 0.761 -0.781
O 0.463 -0.626 0.783
C -1.091 0.250 -0.456
C -0.886 -0.638 0.521
C 1.048 0.240 0.001
H -1.524 -1.256 1.144
Er 3.768 0.849 -0.075
H -1.919 0.420 -1.138
```

Results
Multiplicity: 4
Total charge: +3
Orbital gap (alpha / beta), eV: 10.65 / 3.70
Energy above the lowest of the compared OMol25 structures with the same formula, charge and spin, kcal/mol: 0.0
LUMO energy (alpha / beta), eV: -14.586 / -17.996
<S²>: 3.79

***

[14]
Computed, not measured: a 2-piece molecular cluster, C3H2F2N2S overall at a distorted geometry, with the ωB97M-V functional and the def2-TZVPD basis.

```
10
C3H2F2N2S (the ωB97M-V functional and the def2-TZVPD basis)
C 1.214 0.383 -0.386
C -0.078 0.202 0.072
C -0.840 -1.045 -0.103
N -0.504 1.235 0.824
N 0.327 2.155 0.970
F -0.936 -1.769 1.019
F -0.327 -1.829 -1.063
S 1.772 1.877 0.191
H 1.805 -0.278 -0.988
H -2.433 -0.931 -0.536
```

Results
Total charge: 0
Orbital gap, eV: 10.27
Energy above the lowest of the compared OMol25 structures with the same formula, charge and spin, kcal/mol: 60.7
LUMO energy, eV: -0.079

***

[15]
Computed, not measured: a 2-piece molecular cluster, C3H2F2O overall at a distorted geometry, with the ωB97M-V functional and the def2-TZVPD basis.

```
8
C3H2F2O (the ωB97M-V functional and the def2-TZVPD basis)
C 1.311 0.335 0.232
C 0.158 0.824 -0.146
C -1.364 -0.737 -0.038
O -2.503 -0.616 -0.020
F -0.545 1.830 -0.592
F -0.668 -1.891 -0.156
H 2.207 0.908 0.233
H 1.404 -0.653 0.486
```

Results
Total charge: 0
Orbital gap, eV: 10.62
Energy above the lowest of the compared OMol25 structures with the same formula, charge and spin, kcal/mol: 62.7
LUMO energy, eV: 0.631

***

[16]
Computed, not measured: one molecule with the formula C3H2F2OS at a distorted geometry, with the ωB97M-V functional and the def2-TZVPD basis.

```
9
C3H2F2OS (the ωB97M-V functional and the def2-TZVPD basis)
C 0.760 -1.608 -1.514
C 0.260 -0.551 -1.218
C -0.159 0.639 1.204
O -1.713 1.059 -0.927
F 0.978 -0.142 1.479
F 0.090 1.774 1.871
S -0.307 1.053 -0.710
H 1.210 -2.396 -1.960
H -1.119 0.171 1.774
```

Results
Multiplicity: 3
Total charge: 0
Orbital gap (alpha / beta), eV: 6.30 / 7.47
LUMO energy (alpha / beta), eV: 0.445 / -3.698
<S²>: 2.02

***

[17]
Computed, not measured: a 2-piece molecular cluster, C3H2F3N3O3 overall at a distorted geometry, with the ωB97M-V functional and the def2-TZVPD basis.

```
14
C3H2F3N3O3 (the ωB97M-V functional and the def2-TZVPD basis)
N 2.435 -0.627 -0.602
C 1.628 -1.281 -0.019
N 1.159 -2.073 0.786
N 0.011 -2.681 0.984
O -0.002 -3.325 1.997
O -0.823 -2.551 0.052
H 2.611 0.326 -0.835
O -0.688 0.289 0.209
C -1.517 -0.277 -0.434
C -1.427 -0.463 -1.944
F -2.361 0.280 -2.612
F -1.681 -1.707 -2.314
F -0.209 -0.232 -2.432
H -2.494 -0.571 0.022
```

Results
Total charge: 0
Orbital gap, eV: 10.21
Energy above the lowest of the compared OMol25 structures with the same formula, charge and spin, kcal/mol: 0.0
LUMO energy, eV: -0.738
SMILES: N=C=N[N+](=O)[O-].O=CC(F)(F)F

***

[18]
Computed, not measured: C3H2FFeLiO2 as an isolated structure at a distorted geometry, with the ωB97M-V functional and the def2-TZVPD basis.

```
10
C3H2FFeLiO2 (the ωB97M-V functional and the def2-TZVPD basis)
O 1.170 0.094 1.288
C 1.966 0.573 0.392
O 1.591 1.738 0.012
Li 0.433 2.159 1.584
Fe 2.876 1.464 -1.415
C 0.990 -1.555 0.931
C 1.230 -1.555 -0.466
H 0.016 -1.982 1.199
H 1.883 -1.945 1.441
F 0.505 -0.840 -1.317
```

Results
Multiplicity: 6
Total charge: +3
Orbital gap (alpha / beta), eV: 7.73 / 8.21
Energy above the lowest of the compared OMol25 structures with the same formula, charge and spin, kcal/mol: 78.1
LUMO energy (alpha / beta), eV: -16.680 / -16.731
<S²>: 8.77

***

[19]
Computed, not measured: one molecule with the formula C3H2FNO at a distorted geometry, with the ωB97M-V functional and the def2-TZVPD basis.

```
8
C3H2FNO (the ωB97M-V functional and the def2-TZVPD basis)
F 1.923 -0.167 -1.168
C 0.840 -0.032 -0.505
C -0.423 -0.161 -0.903
O -1.217 0.086 0.195
C -0.340 0.141 1.200
N 0.912 0.083 0.851
H -0.991 -0.297 -1.852
H -0.704 0.347 2.182
```

Results
Total charge: 0
Orbital gap, eV: 10.60
Energy above the lowest of the compared OMol25 structures with the same formula, charge and spin, kcal/mol: 2.8
LUMO energy, eV: 0.974
SMILES: Fc1cocn1

***

[20]
Computed, not measured: one molecule with the formula C3H2FNOS2, with the ωB97M-V functional and the def2-TZVPD basis.

```
10
C3H2FNOS2 (the ωB97M-V functional and the def2-TZVPD basis)
F -2.666 -0.425 -0.003
C -1.364 -0.586 0.001
O -0.918 -1.811 0.000
N 0.472 -1.777 0.005
C 0.782 -0.501 0.002
S 2.448 0.048 -0.003
C -0.374 0.339 -0.005
S -0.413 2.092 0.003
H 2.979 -1.181 0.011
H -1.761 2.187 -0.004
```

Results
Total charge: 0
Orbital gap, eV: 9.54
Energy above the lowest of the compared OMol25 structures with the same formula, charge and spin, kcal/mol: 29.6
LUMO energy, eV: 0.522
SMILES: Fc1onc(S)c1S

***

Energy (computed, eV): -81712.351 -31162.021 -31167.428 -51903.869 -42196.413 -23816.978 -31515.085 -31518.053 -19200.806 -21248.693 -44819.178 -49815.792 -34819.654 -22390.575 -10622.257 -21452.471 -21903.145 -44506.802 -9397.387 -31066.928